(1)
Entry from the Open Molecules 2025 dataset: C51H42N8O4SZn as an isolated structure in a non-equilibrium geometry (wB97M-V/def2-TZVPD).

Summary:
- E_tot: -4885.18785 hartree
- Highest occupied orbital energy: -0.2346 Ha
- Lowest unoccupied orbital energy: -0.8 eV
- Gap between HOMO and LUMO: 5.539 eV
- Max |F|: 1.15 eV/Å

The geometry in XYZ format:
```
107
Properties=species:S:1:pos:R:3:forces:R:3:lowdin_charge:R:1
Zn 0.0933 0.0314 0.4024 0.03 0.03 -0.10 0.7266
C -7.8655 5.0918 1.4212 -0.20 -0.08 -0.13 -0.0930
O -6.7198 5.3983 2.1801 0.39 -0.03 0.21 -0.0823
C -5.6836 4.5103 2.1644 0.14 -0.05 -0.06 -0.2706
C -4.5270 4.8732 2.8580 -0.24 0.10 0.01 0.0050
C -3.4035 4.0724 2.8320 -0.03 -0.01 -0.03 -0.0288
C -3.3733 2.8892 2.0891 -0.36 0.00 0.02 -0.1970
C -4.5631 2.5044 1.4683 0.22 0.11 0.01 -0.0660
C -5.6985 3.2889 1.4997 -0.37 0.19 0.04 -0.0066
C -2.1909 2.0417 1.8632 0.49 -0.19 0.09 -0.1200
C -0.9489 2.5940 1.5258 -0.18 -0.09 0.15 -0.2719
C -0.5753 3.9784 1.6074 0.12 0.12 -0.06 0.0059
C 0.7672 4.0369 1.4317 -0.18 0.06 0.15 0.0162
C 1.2059 2.7007 1.1508 0.03 0.01 -0.09 -0.2319
N 0.1473 1.8575 1.1894 0.10 0.21 0.16 0.0583
C 2.5152 2.3732 0.7827 -0.16 -0.14 -0.23 -0.0691
C 2.8667 1.2146 0.0919 -0.14 0.18 0.04 -0.2214
C 4.1339 0.9879 -0.5452 0.08 -0.19 -0.07 0.0139
C 4.0028 -0.1383 -1.2886 0.12 0.31 -0.01 0.0099
C 2.6833 -0.6493 -1.0343 -0.17 -0.14 -0.14 -0.2423
C 2.1620 -1.8551 -1.5159 0.02 0.21 0.25 -0.0922
C 2.8154 -2.4615 -2.6917 0.10 -0.15 -0.11 -0.2041
C 2.0869 -2.5024 -3.8812 0.16 -0.06 -0.03 -0.0321
C 2.6829 -2.8347 -5.0766 0.22 -0.09 -0.17 0.0087
C 4.0421 -3.1547 -5.1106 -0.04 0.04 0.04 -0.2735
O 4.5848 -3.3572 -6.3438 -0.39 0.00 0.14 -0.0835
C 5.9746 -3.5603 -6.4289 0.24 -0.05 -0.02 -0.0911
C 4.7470 -3.2356 -3.9133 0.22 -0.09 -0.31 -0.0111
C 4.1362 -2.8844 -2.7220 -0.28 0.00 0.07 -0.0332
C 1.0288 -2.4712 -0.9784 0.07 -0.08 -0.02 -0.2653
N 0.1878 -1.9244 -0.0622 0.05 -0.18 -0.09 0.0474
C -0.6449 -2.9120 0.3592 -0.15 -0.05 0.08 -0.2327
C -1.6837 -2.7570 1.2868 0.07 0.23 -0.14 -0.0584
C -2.3073 -3.9944 1.8135 -0.15 -0.04 0.10 -0.2102
C -3.6458 -4.3207 1.6407 0.24 0.05 -0.12 -0.0287
C -4.1716 -5.4995 2.1497 -0.23 -0.27 0.16 -0.0129
C -3.3662 -6.3642 2.8811 0.17 0.04 -0.04 -0.2771
O -3.7698 -7.5457 3.4292 0.31 0.23 0.00 -0.0861
C -5.0629 -8.0151 3.1390 -0.22 -0.05 -0.06 -0.0929
C -2.0269 -6.0305 3.0844 -0.17 -0.14 0.05 0.0073
C -1.5106 -4.8724 2.5496 -0.11 -0.03 -0.03 -0.0208
C -2.1276 -1.5157 1.7539 -0.01 -0.17 -0.01 -0.2160
C -3.2547 -1.3093 2.6189 -0.08 0.13 0.03 0.0094
C -3.4250 0.0320 2.7253 -0.05 -0.26 -0.01 -0.0010
C -2.3818 0.6481 1.9556 0.01 0.08 0.11 -0.2580
N -1.6004 -0.3090 1.4046 -0.30 0.00 0.03 0.0632
C -0.3294 -4.1296 -0.3339 0.04 0.02 -0.07 0.0073
C 0.6875 -3.8479 -1.1883 -0.20 -0.08 0.08 0.0067
N 2.0162 0.1997 -0.2095 0.20 0.00 0.05 0.0576
C 3.6021 3.2832 1.2044 0.07 -0.02 0.21 -0.2153
C 4.4089 4.0245 0.3473 -0.06 0.07 0.07 -0.0331
C 5.4819 4.7409 0.8366 0.21 0.09 0.15 0.0040
C 5.7878 4.7197 2.1965 -0.05 -0.09 -0.06 -0.2766
O 6.8989 5.4083 2.5850 -0.21 -0.02 -0.31 -0.0828
C 7.2525 5.3380 3.9449 0.07 -0.01 0.26 -0.0951
C 4.9727 3.9985 3.0601 0.25 0.16 0.22 -0.0122
C 3.8916 3.2980 2.5625 -0.02 0.07 -0.24 -0.0091
H -8.5011 5.9759 1.4506 0.06 -0.06 0.03 0.0916
H -8.4131 4.2449 1.8476 0.04 0.00 -0.04 0.0955
H -7.6119 4.8716 0.3794 0.00 0.01 0.05 0.0936
H -4.5295 5.7985 3.4153 -0.01 0.07 0.05 0.1178
H -2.5439 4.3749 3.4102 0.10 -0.01 0.02 0.1133
H -4.5871 1.5837 0.9076 0.02 -0.06 -0.11 0.1001
H -6.5812 2.9377 0.9878 -0.07 0.04 -0.05 0.1048
H -1.2521 4.7946 1.7553 -0.06 0.19 0.04 0.0996
H 1.4027 4.9000 1.4394 0.11 0.21 0.02 0.1131
H 4.9936 1.6229 -0.4510 0.16 0.04 -0.02 0.1053
H 4.7365 -0.5753 -1.9386 0.09 -0.04 -0.04 0.0994
H 1.0384 -2.2439 -3.8610 -0.10 0.07 0.00 0.0964
H 2.1242 -2.8277 -6.0015 -0.01 0.00 -0.08 0.1187
H 6.2130 -3.5490 -7.4910 0.02 -0.04 0.08 0.0928
H 6.2650 -4.5251 -6.0010 0.01 0.04 -0.01 0.0956
H 6.5284 -2.7596 -5.9278 -0.03 -0.04 -0.02 0.0953
H 5.7770 -3.5585 -3.8916 0.06 0.01 -0.07 0.1049
H 4.6987 -2.9388 -1.8023 0.07 0.04 0.10 0.1248
H -4.2868 -3.6582 1.0778 -0.06 0.07 -0.07 0.1226
H -5.2116 -5.7321 1.9771 -0.07 -0.01 -0.02 0.1023
H -5.1280 -8.9981 3.6050 -0.08 0.10 -0.07 0.0928
H -5.2182 -8.1094 2.0589 -0.01 -0.01 0.05 0.0958
H -5.8359 -7.3618 3.5574 0.04 -0.03 -0.01 0.0938
H -1.4168 -6.7007 3.6686 0.11 -0.09 0.05 0.1185
H -0.4719 -4.6252 2.6999 0.17 0.01 0.06 0.1252
H -3.8426 -2.0884 3.0633 -0.07 -0.09 0.16 0.1049
H -4.1524 0.5623 3.3078 -0.17 0.06 0.08 0.1143
H -0.8438 -5.0597 -0.1931 -0.04 -0.23 0.01 0.1110
H 1.1925 -4.5101 -1.8639 0.07 -0.16 -0.13 0.1110
H 4.1922 4.0403 -0.7099 -0.02 -0.01 -0.14 0.1228
H 6.1232 5.3145 0.1866 0.04 0.07 -0.14 0.1175
H 8.1706 5.9126 4.0511 -0.06 -0.03 0.01 0.0922
H 7.4347 4.3026 4.2535 0.00 0.08 0.00 0.0960
H 6.4763 5.7730 4.5843 0.06 -0.02 -0.03 0.0954
H 5.1782 3.9547 4.1161 0.04 0.03 0.14 0.1004
H 3.2714 2.7199 3.2307 -0.05 -0.05 0.11 0.1273
C -0.2769 -0.0325 -5.3547 -0.06 -0.03 0.07 -0.0073
C -1.1929 0.7897 -4.5338 -0.21 0.09 -0.06 -0.3415
N -2.1109 1.5705 -5.0000 0.22 -0.13 -0.79 0.0998
N -2.7214 2.1188 -3.9200 0.72 -0.53 0.73 0.0153
C -2.1731 1.7009 -2.7484 -0.01 -0.01 -0.15 -0.8031
S -2.5719 2.1156 -1.2200 -0.25 0.18 0.40 0.7575
N -1.1796 0.8219 -3.1532 -0.51 0.43 -0.32 -0.0896
N -0.3966 0.0891 -2.2706 -0.05 -0.10 -0.07 0.1245
H -0.4009 0.2501 -6.3963 0.05 -0.01 -0.01 0.0874
H -0.5152 -1.0900 -5.2414 0.01 -0.07 -0.03 0.0805
H 0.7583 0.1101 -5.0473 0.08 0.02 -0.07 0.0804
H -3.4703 2.7840 -4.0163 0.12 -0.09 0.06 0.1476
H 0.5813 0.0935 -2.5552 -0.17 0.10 0.05 0.0952
H -0.7282 -0.8724 -2.2069 0.04 0.13 -0.05 0.1059
```
Positions in Å, forces in eV/Å.

(2)
Entry from the Open Molecules 2025 dataset: a 10-piece molecular cluster, C51H45BN9O12 overall in a non-equilibrium geometry (wB97M-V/def2-TZVPD).

Summary:
- Charge: -1
- E_tot: -3390.86011 hartree
- Highest occupied orbital energy: -0.2757 Ha
- Lowest unoccupied orbital energy: 0.7 eV
- Gap between HOMO and LUMO: 8.191 eV
- Max |F|: 6.96 eV/Å

The geometry in XYZ format:
```
118
Properties=species:S:1:pos:R:3:forces:R:3:lowdin_charge:R:1
O 1.4581 -1.3164 2.7260 -2.84 2.17 -3.72 0.0726
C 0.8414 -0.7863 1.7538 2.61 -0.22 1.65 -0.3006
O 0.9360 0.4745 1.3179 1.44 0.24 2.59 0.2209
B 0.3161 0.8053 0.0572 -0.77 -1.14 -0.47 -0.9479
O -0.2836 -0.5012 -0.3095 0.32 -0.28 0.98 0.2072
C 0.0236 -1.4123 0.6328 -1.43 -1.73 -1.94 -0.3784
O -0.2892 -2.5725 0.4929 0.38 0.50 0.80 0.1187
O 1.2332 1.2615 -0.9748 -0.26 1.83 -0.61 0.2276
C 0.7996 2.4951 -1.4112 2.67 -1.48 -1.47 -0.3777
O 1.2901 3.1502 -2.2846 0.16 -0.34 0.18 0.1709
C -0.3643 2.8821 -0.6532 -5.16 3.52 3.06 -0.3224
O -0.6912 1.8636 0.1769 0.18 1.23 -0.67 0.2211
O -0.9913 3.9897 -0.6606 2.66 -4.30 -0.32 0.0798
C 0.6529 -7.8999 5.5019 -2.66 -1.11 2.57 -0.0990
C 0.7770 -6.9787 4.5295 -0.96 0.17 -1.27 -0.0875
C 1.9934 -6.8002 4.0399 3.36 1.43 -0.45 -0.0179
C 3.1058 -7.3219 4.7244 -0.37 -0.23 0.24 -0.1175
C 2.9750 -8.2551 5.7646 -0.39 1.51 0.45 0.0108
C 1.6636 -8.4958 6.2227 1.21 -0.38 -1.76 -0.0556
N 4.4156 -6.7504 4.3648 -0.20 -0.30 -3.69 -0.3670
O 5.3453 -6.7353 5.0924 1.11 -0.40 2.87 0.1001
O 4.5494 -6.3626 3.1976 -1.04 -0.07 0.42 0.0466
H -0.3528 -8.1373 5.8159 -0.25 -0.05 0.20 0.1088
H 0.0460 -6.3890 3.9963 -0.88 -0.51 0.52 0.1291
H 2.0635 -6.0813 3.2369 0.78 -0.07 -0.07 0.1304
H 3.8308 -8.5880 6.3331 0.18 -0.10 -0.23 0.1125
H 1.4340 -9.2394 6.9716 0.12 0.14 0.14 0.1054
C 0.5843 5.1717 4.6302 -0.59 -0.32 -0.34 -0.0823
C 1.6402 5.1239 5.5041 -0.30 2.34 1.74 -0.0606
C 1.8097 6.2455 6.3652 -0.01 -0.38 -0.63 0.0298
C 1.0435 7.4558 6.2242 0.48 -3.89 -1.96 -0.1802
C 0.0183 7.4634 5.2946 -0.41 -1.20 -0.56 0.0104
C -0.2710 6.2725 4.5670 0.79 1.13 0.26 -0.0422
N 1.2997 8.5560 7.0456 -1.27 1.21 0.96 -0.3646
O 0.6529 9.5948 6.8472 1.17 -0.78 0.32 0.0629
O 2.0356 8.3245 7.9772 0.56 1.05 0.57 0.0832
H 0.4575 4.2637 4.0594 -0.57 0.17 -0.43 0.1116
H 2.2304 4.2280 5.6286 0.14 0.12 -0.02 0.1089
H 2.5503 6.0920 7.1361 0.04 0.66 0.10 0.1061
H -0.5780 8.3535 5.1587 -0.05 -0.04 0.03 0.1140
H -1.1173 6.2837 3.8962 0.02 -0.09 -0.07 0.1036
N -7.1569 -4.4806 -0.6640 -2.14 -0.85 2.26 0.0499
C -6.0844 -5.1830 -0.2810 0.35 1.31 -2.10 -0.1893
C -5.6249 -5.2222 0.9891 -1.41 0.41 3.88 -0.0617
C -6.5070 -4.7436 2.0279 0.05 1.03 -0.97 -0.0658
C -7.7646 -4.1927 1.7310 1.46 -1.08 -1.83 -0.0686
C -8.0210 -4.1421 0.3462 0.58 0.50 -0.91 -0.1453
H -5.5528 -5.4972 -1.1671 0.69 -0.40 0.29 0.1018
H -4.6760 -5.5334 1.4003 0.23 -0.43 -0.82 0.0991
H -6.1737 -4.5786 3.0419 0.38 -0.58 0.13 0.0951
H -8.4349 -3.7742 2.4672 -0.02 -0.15 -0.02 0.0952
H -8.9444 -3.7292 -0.0323 -0.16 0.28 0.11 0.0886
N 3.6400 -3.5329 -4.1753 1.02 2.58 2.93 0.0578
C 3.9655 -2.8208 -2.9979 0.22 -1.66 0.09 -0.0901
C 4.7910 -3.3212 -1.9649 -0.12 -1.06 -1.86 -0.0672
C 5.4159 -4.5659 -2.1971 -1.05 0.38 -0.20 -0.0864
C 5.1147 -5.2657 -3.3652 0.47 0.50 0.88 -0.0842
C 4.2599 -4.6822 -4.3010 -0.35 -0.61 -0.17 -0.2030
H 3.5377 -1.8632 -2.7403 -0.57 0.12 -0.87 0.0947
H 4.9273 -2.8412 -1.0071 -0.06 0.40 -0.19 0.0975
H 6.0250 -4.9971 -1.4164 0.16 -0.14 -0.06 0.0961
H 5.5279 -6.2579 -3.4708 -0.02 -0.03 -0.42 0.0909
H 3.9613 -5.1874 -5.2077 0.27 -0.48 -0.13 0.0953
N -5.3972 -0.8181 5.2598 1.19 1.57 -2.31 0.0498
C -4.9965 -0.0214 4.1572 -0.01 -0.79 3.18 -0.0800
C -4.4773 1.2796 4.3408 -0.92 -2.45 -2.29 -0.0802
C -4.3634 1.7752 5.5962 -0.08 1.44 0.44 -0.1110
C -4.8651 1.0720 6.6537 0.73 -0.04 0.17 -0.0856
C -5.2695 -0.2375 6.4406 -1.15 0.55 0.41 -0.1934
H -5.0082 -0.5415 3.2108 -0.24 0.25 -0.15 0.0945
H -4.2721 1.8031 3.4187 0.48 0.35 0.20 0.1047
H -3.9566 2.7652 5.7403 -0.01 0.16 0.06 0.1077
H -4.8727 1.5625 7.6158 -0.01 -0.41 0.27 0.1002
H -5.6604 -0.7373 7.3146 0.03 -0.63 -0.02 0.0948
N 6.5008 6.0050 -6.4004 0.35 2.48 1.18 0.0762
C 7.7563 6.5317 -6.5162 -1.36 -0.95 -0.61 -0.1538
C 8.0204 7.8612 -6.3448 0.26 1.31 0.54 -0.0956
C 7.0139 8.7305 -5.9564 2.02 0.35 -0.63 -0.1024
C 5.7476 8.2784 -5.8982 -0.59 1.34 0.94 -0.1050
C 5.5589 6.9448 -6.0157 0.01 -3.26 -1.18 -0.1341
H 8.5560 5.8662 -6.8059 -0.07 -0.29 -0.06 0.0974
H 8.9730 8.3522 -6.4788 0.47 -0.67 0.01 0.0975
H 7.3226 9.7382 -5.7203 -0.38 0.27 -0.17 0.1062
H 4.9964 9.0176 -5.6618 -0.56 -0.48 0.13 0.1092
H 4.5799 6.5278 -5.8311 -0.17 -0.11 -0.17 0.1042
N -0.7146 -10.4225 0.5765 1.67 -0.49 0.31 0.0554
C 0.4932 -10.9690 0.9204 -0.60 0.68 -0.29 -0.1401
C 1.7326 -10.3782 0.6760 -0.38 -0.45 0.42 -0.0826
C 1.7349 -9.1305 0.1141 0.28 0.76 -0.80 -0.0933
C 0.5545 -8.6266 -0.3605 -0.52 0.85 0.14 -0.0849
C -0.6358 -9.2652 -0.0872 -0.19 -0.81 -0.26 -0.1629
H 0.5113 -11.9100 1.4500 -0.47 -0.20 -0.04 0.0921
H 2.6491 -10.8932 0.9234 -0.01 0.00 0.26 0.0991
H 2.5786 -8.4776 -0.0539 0.57 -0.49 0.15 0.1101
H 0.5603 -7.6817 -0.8837 -0.14 0.08 -0.03 0.1072
H -1.5581 -8.8772 -0.4936 -0.22 0.12 0.19 0.1006
N -3.0928 2.3693 -4.6788 -1.62 -1.12 1.54 0.0499
C -2.9262 1.0894 -4.1519 -1.63 1.58 0.12 -0.1244
C -3.9189 0.4471 -3.3959 -0.27 1.14 0.47 -0.0837
C -5.0668 1.1481 -2.9935 0.32 -0.05 -2.04 -0.0918
C -5.2768 2.4328 -3.5086 1.09 0.05 -1.05 -0.0813
C -4.2905 3.0142 -4.3719 1.57 -2.50 1.17 -0.1216
H -2.0049 0.5360 -4.2584 0.30 0.43 -0.65 0.0958
H -3.8519 -0.5686 -3.0349 0.54 -0.10 -0.16 0.0959
H -5.8586 0.5496 -2.5678 -0.12 0.39 0.59 0.0961
H -6.2241 2.9350 -3.3791 0.04 0.19 0.25 0.0842
H -4.3662 4.0266 -4.7401 -0.18 -0.04 -0.20 0.0865
N -0.8233 6.8483 -7.3757 1.85 3.17 0.24 0.0812
C -1.0291 7.6078 -8.4973 -0.78 -4.28 1.31 -0.1645
C -0.9471 8.9450 -8.6074 -0.69 1.28 -1.75 -0.1332
C -0.7253 9.6896 -7.5182 1.26 0.01 2.44 -0.0862
C -0.3007 9.0004 -6.3462 -1.40 1.30 -0.94 -0.0750
C -0.2972 7.6229 -6.3441 -1.79 -1.19 -0.78 -0.1305
H -1.4863 6.9727 -9.2416 0.19 0.30 -0.70 0.1008
H -1.2622 9.4722 -9.4957 0.02 -0.34 -0.38 0.1061
H -0.9090 10.7514 -7.5908 0.26 0.14 0.44 0.1041
H -0.3472 9.5416 -5.4128 0.79 -0.04 0.19 0.0959
H -0.1476 7.1301 -5.3948 0.28 -0.36 -0.07 0.1018
```
Positions in Å, forces in eV/Å.

> Among the records above, which one has the lowest gap between HOMO and LUMO?

C51H42N8O4SZn